Entry 1:
Below is a structure of composition C26H68O28S5, with properties calculated with the ωB97M-V functional and the def2-TZVPD basis.

The geometry in XYZ format:
```
127
Properties=species:S:1:pos:R:3:lowdin_charge:R:1
C -0.17233 21.42072 13.09005 -0.07
C 0.95065 21.04833 14.01960 -0.26
O 0.50874 20.28625 15.22395 -0.13
H -1.10915 21.38095 13.58627 0.06
H -0.14424 20.67890 12.26392 0.07
H -0.04200 22.42779 12.73146 0.08
H 1.43787 21.89342 14.52353 0.11
H 1.76826 20.47312 13.56622 0.10
H 0.41445 19.34670 14.95477 0.06
C -0.07385 18.49283 18.72966 -0.08
C 0.85408 17.55493 19.52127 -0.27
O 0.13262 16.49399 20.21072 -0.11
H 0.55432 18.94479 17.93095 0.08
H -0.31313 19.31750 19.38113 0.06
H -0.92795 18.01376 18.21774 0.07
H 1.53755 18.07625 20.16164 0.10
H 1.45641 16.92586 18.85886 0.10
H -0.74270 16.51069 19.79979 0.03
C -9.24559 20.77446 15.89790 -0.09
C -8.43322 22.05194 15.94894 -0.31
O -7.35184 21.92689 16.87539 -0.07
H -9.85103 20.62564 16.86310 0.10
H -8.56436 19.93118 15.98800 0.05
H -9.91896 20.71239 15.07708 0.06
H -9.05239 22.91671 16.14473 0.10
H -8.07179 22.22285 14.90217 0.11
H -6.58610 22.40508 16.57476 0.03
C -5.82128 20.26156 20.04667 -0.09
C -4.41061 19.99885 20.52374 -0.31
O -4.42535 19.45918 21.85498 -0.08
H -6.38562 21.04702 20.58063 0.09
H -6.36257 19.34968 20.41555 0.10
H -5.94615 20.36791 18.97512 0.05
H -3.92541 20.98938 20.52532 0.12
H -3.86983 19.31564 19.88966 0.09
H -3.82955 19.93448 22.44744 0.09
C 0.13012 14.34139 16.71597 -0.05
C -0.81026 15.55043 16.53248 -0.33
O -1.60872 15.72865 17.66837 -0.11
H 0.96115 14.38412 16.02761 0.06
H -0.31117 13.32971 16.66798 0.08
H 0.49257 14.52980 17.72708 0.07
H -1.43603 15.43135 15.62647 0.08
H -0.33245 16.52218 16.45540 0.10
H -2.24500 14.97003 17.76725 0.09
C 1.71905 17.93024 11.51091 -0.08
C 0.54724 17.81960 12.41093 -0.32
O 0.96928 17.57709 13.73917 -0.07
H 1.38983 18.47586 10.66583 0.07
H 2.19201 17.01709 11.16040 0.08
H 2.52768 18.40539 12.10041 0.09
H -0.13586 17.00750 12.11584 0.12
H -0.04429 18.69629 12.42949 0.08
H 1.60104 16.87888 13.73143 0.08
C -5.64742 16.51666 12.43514 -0.07
C -6.36178 15.63693 13.43027 -0.29
O -5.74544 14.34907 13.49313 -0.09
H -5.86062 16.26073 11.41440 0.06
H -4.52549 16.60935 12.65800 0.11
H -6.01026 17.53129 12.48904 0.05
H -7.43332 15.50490 13.24426 0.12
H -6.21369 16.11696 14.37078 0.08
H -6.06367 13.84625 14.24456 0.06
C -3.87191 14.53249 21.68936 -0.08
C -3.26541 15.36402 20.55269 -0.31
O -3.78527 16.69532 20.44286 -0.07
H -3.60330 14.90310 22.70512 0.08
H -3.62603 13.46617 21.57191 0.07
H -4.98409 14.51136 21.63679 0.08
H -3.48223 14.85890 19.59859 0.09
H -2.17509 15.31266 20.59402 0.10
H -3.50293 17.13189 21.26088 0.08
C -1.92972 21.08685 17.01260 -0.11
C -1.23618 22.34945 16.41957 -0.10
O -2.33116 23.17224 15.95147 -0.17
S -3.55399 22.92150 16.87179 0.52
O -4.67009 23.05997 16.03139 -0.22
O -3.50374 23.75787 18.02730 -0.21
O -3.31434 21.42259 17.19469 -0.20
H -1.56234 20.79294 17.99759 0.12
H -2.02237 20.25580 16.34415 0.10
H -0.72089 22.05309 15.50581 0.08
H -0.67247 22.82089 17.22670 0.14
C -5.42987 10.88141 17.47480 -0.09
C -5.71888 11.21674 16.03991 -0.10
O -5.76158 12.66706 15.99601 -0.20
S -5.30118 13.29909 17.28979 0.47
O -5.98053 14.43360 17.71860 -0.17
O -3.89283 13.44450 17.21387 -0.22
O -5.76095 12.13254 18.18948 -0.16
H -4.37780 10.70152 17.69064 0.14
H -6.05967 10.09352 17.83027 0.13
H -6.72857 10.97886 15.74332 0.13
H -5.04634 10.88917 15.23823 0.14
C -2.88606 13.55130 13.86987 -0.18
C -1.57266 13.72413 13.14337 -0.10
O -0.94937 12.34680 13.16597 -0.22
S -2.04218 11.19895 13.47846 0.61
O -1.80610 10.64307 14.75835 -0.24
O -2.07983 10.28718 12.36039 -0.25
O -3.32471 12.21329 13.45588 -0.22
H -3.68721 14.31303 13.63589 0.11
H -2.84138 13.57349 14.98893 0.11
H -0.86993 14.41340 13.64157 0.12
H -1.78126 14.05126 12.05873 0.15
C -7.14587 20.71104 10.28295 -0.13
C -7.14984 22.17151 10.80085 -0.15
O -6.83466 22.10943 12.17943 -0.18
S -6.00357 20.83938 12.53731 0.60
O -6.76872 20.03496 13.44409 -0.24
O -4.64339 21.06337 12.91284 -0.21
O -6.02549 20.19881 11.03552 -0.20
H -6.89153 20.68601 9.21892 0.13
H -8.02707 20.06763 10.43382 0.14
H -8.13083 22.61379 10.78046 0.13
H -6.48574 22.82043 10.23924 0.13
C -5.45818 18.05278 17.31705 -0.12
C -5.56065 18.94231 16.12605 -0.08
O -4.68341 18.21378 15.12681 -0.19
S -3.56575 17.47312 15.87419 0.50
O -2.28958 18.00664 15.68013 -0.20
O -3.70969 16.08303 15.55153 -0.24
O -4.04076 17.70347 17.34225 -0.16
H -6.03980 17.14957 17.26643 0.12
H -5.78362 18.59754 18.18654 0.10
H -5.12823 19.92570 16.30966 0.11
H -6.56610 19.10816 15.66357 0.12
```

## Properties
* LUMO: 0.100 eV
* Kohn-Sham gap: 9.5 eV
* electronic energy: -5128.84231 Eh
* relative energy (zero: lowest compared OMol25 entry of this formula, charge and spin): 0.426 eV



Entry 2:
Below is a cluster of 8 separate species, C26H69N2O8 in total, with properties calculated with the ωB97M-V functional and the def2-TZVPD basis.

The geometry in XYZ format:
```
105
Properties=species:S:1:pos:R:3:lowdin_charge:R:1
N -1.22567 0.38155 0.15850 0.02
C -2.27563 1.33507 0.48711 -0.28
C -3.43849 1.19244 -0.50611 -0.18
C -4.41537 2.35027 -0.54173 -0.10
N -5.39320 2.35575 0.63071 0.07
C -6.03051 1.05575 0.99070 -0.08
C -6.86286 0.53212 -0.15933 -0.21
O -7.12486 1.22212 -1.10197 0.10
H -0.33566 0.84813 0.01530 0.05
H -1.08771 -0.30394 0.88773 0.07
H -2.62861 1.19072 1.52096 0.11
H -1.89150 2.36168 0.42390 0.12
H -2.98701 1.13265 -1.50021 0.10
H -3.93710 0.22820 -0.35935 0.11
H -3.87417 3.29927 -0.45980 0.14
H -5.00812 2.37023 -1.45433 0.13
H -6.13601 3.02816 0.42225 0.18
H -4.89622 2.70879 1.45099 0.18
H -5.26237 0.34706 1.30895 0.13
H -6.70228 1.21750 1.84350 0.15
H -7.23973 -0.49720 -0.04272 0.14
C -3.90754 -1.65674 -3.61797 -0.06
C -2.66382 -1.11984 -4.30416 -0.49
C -1.51169 -2.10800 -4.25904 -0.05
O -2.27609 0.14024 -3.74820 -0.08
H -3.69762 -1.86053 -2.56132 0.07
H -4.71927 -0.92859 -3.67584 0.08
H -4.24696 -2.57716 -4.09159 0.06
H -2.90460 -0.89093 -5.34409 0.13
H -1.23449 -2.31730 -3.22149 0.08
H -0.63805 -1.70267 -4.76850 0.08
H -1.78736 -3.05021 -4.73345 0.08
H -2.01778 -0.01548 -2.83080 0.06
C -6.62418 -5.46095 -6.33380 -0.06
C -6.86894 -4.02335 -5.90758 -0.50
C -8.00810 -3.38128 -6.68154 -0.06
O -5.67437 -3.24662 -6.02457 -0.07
H -6.35380 -5.49976 -7.39263 0.08
H -5.80827 -5.89893 -5.75935 0.08
H -7.51704 -6.07076 -6.19238 0.08
H -7.09965 -3.99869 -4.83994 0.13
H -7.77540 -3.36297 -7.74980 0.08
H -8.16641 -2.35446 -6.35195 0.08
H -8.93651 -3.93787 -6.54945 0.08
H -5.42195 -3.23618 -6.95526 0.09
C 3.85111 0.84976 0.24380 -0.05
C 2.75810 1.87182 0.49034 -0.48
C 3.17673 2.91804 1.50704 -0.06
O 1.55461 1.21127 0.92075 -0.08
H 4.08363 0.32259 1.17175 0.06
H 3.53152 0.10706 -0.48789 0.08
H 4.76125 1.32752 -0.12039 0.09
H 2.48085 2.35743 -0.44774 0.14
H 3.40835 2.45297 2.46762 0.07
H 2.37707 3.64092 1.67432 0.08
H 4.06498 3.45499 1.17233 0.09
H 1.76428 0.75006 1.74192 0.09
C 6.39561 -2.74605 3.28911 -0.05
C 5.26442 -1.80687 3.66355 -0.49
C 4.55476 -2.24742 4.93290 -0.06
O 4.33437 -1.66416 2.58370 -0.07
H 6.00638 -3.75137 3.09954 0.08
H 6.89670 -2.40154 2.38443 0.08
H 7.13380 -2.80735 4.09002 0.06
H 5.66447 -0.80120 3.80694 0.14
H 4.11563 -3.23997 4.79515 0.08
H 3.75398 -1.55299 5.18879 0.08
H 5.25207 -2.30020 5.76964 0.08
H 3.95840 -2.53337 2.40392 0.09
C 9.92025 -2.52056 8.02639 -0.06
C 9.03180 -3.13376 6.95713 -0.51
C 9.47577 -4.53696 6.57813 -0.06
O 8.96631 -2.29188 5.80436 -0.07
H 10.94901 -2.44336 7.66336 0.08
H 9.57548 -1.51955 8.28420 0.08
H 9.92729 -3.13106 8.92994 0.08
H 8.00260 -3.16848 7.32146 0.13
H 10.49215 -4.51523 6.17493 0.08
H 8.81796 -4.95568 5.81653 0.08
H 9.47164 -5.19892 7.44475 0.08
H 9.85544 -2.22237 5.43823 0.09
C 4.92884 5.81937 5.02485 -0.06
C 3.52074 5.25887 4.91646 -0.51
C 2.64432 5.68300 6.08354 -0.06
O 3.54710 3.83656 4.78864 -0.07
H 5.41142 5.45431 5.93587 0.08
H 5.53227 5.50694 4.17305 0.08
H 4.91757 6.90911 5.06356 0.08
H 3.06859 5.60177 3.98304 0.13
H 3.06364 5.31459 7.02397 0.08
H 1.63935 5.27437 5.97742 0.08
H 2.57484 6.76933 6.14941 0.08
H 3.94808 3.47590 5.58782 0.09
C -5.94625 1.98235 -7.29960 -0.06
C -4.58182 1.31525 -7.37385 -0.51
C -3.64119 1.81083 -6.28792 -0.07
O -4.00542 1.47338 -8.66726 -0.05
H -5.84586 3.06272 -7.43915 0.08
H -6.60320 1.60027 -8.08034 0.08
H -6.41777 1.80820 -6.33085 0.07
H -4.70873 0.23467 -7.26915 0.13
H -3.47204 2.88711 -6.39205 0.08
H -2.67482 1.31264 -6.35417 0.08
H -4.05050 1.62234 -5.29445 0.07
H -3.86494 2.41467 -8.82012 0.09
```

## Properties
* LUMO: -3.116 eV
* Kohn-Sham gap: 8.4 eV
* electronic energy: -1743.18264 Eh
* charge: +1